ORCA calculation (ωB97M-V/def2-TZVPD) on a structure of composition C34H38NO7P4SSiV in a non-equilibrium geometry.

CARTESIAN COORDINATES (ANGSTROEM)
V 0.4781 1.2203 -1.3067
C 5.4473 -2.5906 -3.1566
Si 5.3682 -1.2347 -1.8627
C 7.0646 -0.4185 -1.7789
C 5.0233 -1.9533 -0.1809
C 4.1809 0.1161 -2.4109
C 4.6200 1.0750 -3.3237
C 3.8218 2.1405 -3.7132
C 2.5850 2.2790 -3.1246
N 2.1304 1.3821 -2.2435
C 2.8625 0.2810 -1.9279
S 1.8537 -0.7540 -0.9522
H 6.1949 -3.3418 -2.8769
H 5.7237 -2.1841 -4.1348
H 4.4800 -3.0925 -3.2599
H 7.8187 -1.1383 -1.4435
H 7.0532 0.4152 -1.0701
H 7.3853 -0.0292 -2.7509
H 5.9349 -2.3853 0.2464
H 4.2671 -2.7314 -0.2448
H 4.6381 -1.1934 0.5061
H 5.6167 0.9818 -3.7475
H 4.1581 2.8558 -4.4518
H 1.9216 3.1025 -3.3615
O -2.8209 1.9787 -2.6817
P -1.3280 2.2250 -3.1940
O -1.3013 2.8545 -4.5151
O -0.5247 0.9457 -2.9617
O -0.7257 3.3363 -2.0659
P -0.8110 3.0822 -0.4561
O -1.8215 4.1950 0.0836
O 0.5653 3.2508 0.0992
O -1.4301 1.7133 -0.3014
H -2.7782 1.6374 -1.7675
H -1.3254 5.0011 0.2926
C -0.9238 -2.0504 3.6446
C -1.9526 -0.8908 3.6203
P -1.9639 0.0023 1.9846
C -3.5367 0.9512 2.2004
C -3.7443 1.6813 3.3720
C -4.8834 2.4577 3.5441
C -5.8323 2.5353 2.5353
C -5.6309 1.8307 1.3550
C -4.4957 1.0497 1.1888
C -2.5522 -1.3033 0.8173
C -1.9105 -1.4680 -0.4214
C -2.3860 -2.3970 -1.3375
C -3.4837 -3.1898 -1.0278
C -4.1065 -3.0546 0.2051
C -3.6468 -2.1115 1.1153
P 0.4098 -1.8661 2.3512
C 1.4495 -0.5095 3.0577
C 2.0544 -0.6130 4.3097
C 2.8004 0.4352 4.8325
C 2.9539 1.6080 4.1050
C 2.3673 1.7257 2.8525
C 1.6182 0.6801 2.3260
C 1.4232 -3.3570 2.7743
C 1.4265 -4.0344 3.9935
C 2.2315 -5.1514 4.1858
C 3.0261 -5.6269 3.1517
C 3.0089 -4.9807 1.9228
C 2.2131 -3.8578 1.7380
H -1.4213 -2.9931 3.4055
H -0.4821 -2.1347 4.6382
H -1.6149 -0.1334 4.3309
H -2.9476 -1.2167 3.9288
H -3.0014 1.6492 4.1623
H -5.0275 3.0060 4.4679
H -6.7146 3.1519 2.6580
H -6.3588 1.8957 0.5546
H -4.3516 0.5143 0.2590
H -1.0259 -0.8879 -0.6950
H -1.8896 -2.4959 -2.2960
H -3.8525 -3.9131 -1.7461
H -4.9586 -3.6773 0.4548
H -4.1630 -1.9886 2.0625
H 1.9583 -1.5298 4.8821
H 3.2637 0.3377 5.8081
H 3.5281 2.4301 4.5173
H 2.4702 2.6385 2.2769
H 1.1628 0.8387 1.3436
H 0.7957 -3.7037 4.8100
H 2.2409 -5.6500 5.1486
H 3.6501 -6.5009 3.2988
H 3.6173 -5.3568 1.1073
H 2.1914 -3.3467 0.7834

## Properties
HOMO (alpha / beta) = -4.32 / -5.29 eV
maximum force = 0.0590 hartree/bohr
2S+1 = 4
ΔE to the lowest compared entry with this formula, charge and spin = 58.0 kcal per mole
frontier orbital gap (alpha / beta) = 6.799 / 7.765 eV
total charge = -1
⟨S²⟩ = 3.76